(1)
Computed, not measured: C10H14N3O5Ti as an isolated structure at a distorted geometry, with ωB97M-V/def2-TZVPD.

XYZ file:
```
33
Properties=species:S:1:pos:R:3
O 1.92416 2.93520 -0.33206
C 1.35851 1.94897 -0.04999
Ti -0.03161 -0.17852 -0.08971
O 0.42525 1.85846 -2.66432
C 0.32517 1.21565 -1.68193
C 0.94538 0.40639 1.97425
O 0.26755 -0.50671 2.53053
C -1.39945 1.12599 0.75184
O -2.12107 1.85478 1.32121
C 1.77899 -1.06693 -0.53615
O 2.80960 -1.54652 -0.81891
H 1.71459 0.97257 2.57699
C -2.87873 -1.94672 -3.58607
N -2.87837 -2.78124 -2.39631
C -3.88784 -3.83223 -2.42299
C -2.12631 -2.40818 -1.32540
N -1.44554 -1.24849 -1.36513
N -2.04430 -3.16487 -0.21809
C -2.35796 -4.58805 -0.20947
C -1.15116 -2.61919 0.79707
H -3.42851 -2.44541 -4.39438
H -1.83641 -1.80080 -3.88526
H -3.37948 -0.99052 -3.36436
H -3.45355 -4.83705 -2.57097
H -4.54401 -3.81596 -1.53895
H -4.50202 -3.61047 -3.30831
H -1.68736 -0.81451 -2.25247
H -2.01720 -5.08596 -1.13700
H -1.82326 -5.05814 0.62571
H -3.43840 -4.78831 -0.07330
H -0.12370 -2.54666 0.37904
H -1.54105 -1.62893 1.10870
H -1.13127 -3.28019 1.66229
```

- Total charge: +2
- Multiplicity: 2
- LUMO (alpha / beta): -0.35636 / -0.36488 Ha
- HOMO energy (alpha / beta): -15.69 / -15.74 eV
- Energy: -48399.6010 eV
- <S²>: 0.7835

Atom charges from the Mulliken analysis, given in e for atoms 1 to 6: atom 1 (O): -0.16, atom 2 (C): 0.36, atom 3 (Ti): 0.06, atom 4 (O): -0.20, atom 5 (C): 0.46, atom 6 (C): -0.15

=====

(2)
Computed, not measured: a 2-piece molecular cluster, C10H14N4 overall at a distorted geometry, with ωB97M-V/def2-TZVPD.

XYZ file:
```
28
Properties=species:S:1:pos:R:3
C -0.71010 4.62411 -0.01290
C 0.60136 4.28119 -0.29814
C -1.59036 3.57324 0.01802
C 1.09681 3.02154 -0.46625
C -1.16452 2.31139 -0.16093
C 0.15889 2.00110 -0.29813
C -0.00459 -0.22335 0.35659
C -0.42299 -4.05311 -0.41192
C 0.51429 -1.63020 0.09993
C -0.67307 -2.49142 -0.35788
N 3.19124 1.33371 2.01909
N 2.28796 0.58021 2.30556
N 0.59631 0.69969 -0.27278
N 1.59725 -0.20900 2.71920
H -1.14980 5.56479 0.10220
H 1.32112 5.14943 -0.14838
H -2.67518 3.78726 0.22512
H 2.18828 2.83173 -0.78381
H -1.69565 1.39467 -0.07441
H -0.87689 -0.09390 0.88254
H 0.52702 -4.23422 -1.05762
H -1.24327 -4.42467 -1.05380
H -0.20009 -4.39834 0.60938
H 1.33895 -1.60661 -0.72010
H 0.92676 -1.92143 1.04285
H -1.60097 -2.06607 -0.01763
H -0.81482 -2.23234 -1.53665
H 2.73598 2.11342 1.50156
```

- Total charge: 0
- LUMO: 0.01696 Ha
- HOMO energy: -8.75 eV
- Energy: -16553.4808 eV

Atom charges from the Mulliken analysis, given in e for atoms 1 to 6: atom 1 (C): -0.69, atom 2 (C): -0.26, atom 3 (C): -0.40, atom 4 (C): -0.15, atom 5 (C): -0.39, atom 6 (C): 0.07

=====

(3)
Computed, not measured: a 2-piece molecular cluster, C10H14N4O4S overall at a distorted geometry, with ωB97M-V/def2-TZVPD.

XYZ file:
```
33
Properties=species:S:1:pos:R:3
C -0.44760 1.47037 0.62396
C -1.64224 2.37253 0.75765
N -2.70818 1.93773 -0.19177
C -2.19194 2.00557 -1.59043
C -0.99026 1.11363 -1.72943
N -0.67818 0.41598 -0.42996
C -1.89104 -0.37160 -0.01223
C -3.08924 0.52808 0.12826
H 0.45199 2.01177 0.31480
H -0.25780 0.92579 1.55789
H -2.05746 2.30526 1.76844
H -1.37848 3.40935 0.52571
H -2.99386 1.67494 -2.25828
H -1.93155 3.04683 -1.80612
H -1.17144 0.32523 -2.46887
H -0.09076 1.68019 -1.99040
H -2.04660 -1.13702 -0.78022
H -1.62960 -0.83451 0.94627
H -3.45807 0.51922 1.15939
H -3.88262 0.23317 -0.56586
O 3.41943 -4.44431 2.44800
N 2.67381 -4.25717 1.47214
O 1.91753 -5.14699 0.98735
C 2.58884 -3.00755 0.79486
C 3.25092 -1.81546 0.99762
C 2.66076 -0.84606 0.15124
N 3.12309 0.48549 -0.02964
O 2.54373 1.17475 -0.90799
O 4.06590 0.92635 0.66520
C 1.54447 -1.32888 -0.57115
S 1.26528 -2.97319 -0.36190
H 4.11215 -1.64385 1.63250
H 0.91899 -0.75565 -1.23702
```

- Structure (SMILES): O=[N+]([O-])c1csc([N+](=O)[O-])c1.C1CN2CCN1CC2
- Total charge: 0
- LUMO: -0.05019 Ha
- HOMO energy: -8.44 eV
- Energy: -35575.3318 eV

Atom charges from the Mulliken analysis, given in e for atoms 1 to 6: atom 1 (C): -0.62, atom 2 (C): -0.82, atom 3 (N): -0.23, atom 4 (C): -0.74, atom 5 (C): -0.59, atom 6 (N): 0.01

=====

(4)
Computed, not measured: an isolated ion of composition C10H14NO and charge +1, with ωB97M-V/def2-TZVPD.

XYZ file:
```
26
Properties=species:S:1:pos:R:3
C 2.55709 0.64322 2.18543
C 1.74587 1.76571 2.26258
C 2.27901 -0.34836 1.26424
C 0.64958 1.89088 1.43112
C 1.18460 -0.23341 0.41501
C 0.36634 0.88746 0.51473
C 0.88226 -1.31025 -0.59895
C -1.27628 -0.05134 -0.89675
C -2.23590 0.39454 -1.99064
C -1.94184 -0.98206 0.10867
N -0.11022 -0.81015 -1.58346
O -0.71562 1.07674 -0.33320
H 3.40913 0.54331 2.83778
H 1.96576 2.54443 2.97476
H 2.91079 -1.22020 1.19321
H 0.00419 2.75262 1.47084
H 1.79616 -1.60120 -1.12349
H 0.47910 -2.20161 -0.10898
H -1.72574 1.00519 -2.73191
H -3.01165 1.01058 -1.54373
H -2.70868 -0.45618 -2.47307
H -1.31794 -1.13839 0.98462
H -2.19042 -1.93824 -0.34321
H -2.86524 -0.51889 0.44725
H 0.34664 -0.12998 -2.20432
H -0.47700 -1.57444 -2.15852
```

- Structure (SMILES): CC1(C)[NH2+]Cc2ccccc2O1
- Total charge: +1
- LUMO: -0.11570 Ha
- HOMO energy: -12.59 eV
- Energy: -14128.6824 eV

Atom charges from the Mulliken analysis, given in e for atoms 1 to 6: atom 1 (C): -0.67, atom 2 (C): -0.49, atom 3 (C): -0.83, atom 4 (C): -0.59, atom 5 (C): 0.86, atom 6 (C): 0.50

=====

Computed energy above the lowest of the compared OMol25 structures with the same formula, charge and spin, in the same sequence as the records: 0.684; 2.744; 0.176; 0.000 eV.